# C3H4Br2O

An isolated molecule of C3H4Br2O at a distorted geometry (wB97M-V/def2-TZVPD, the OMol25 dataset).

As for the largest force on an atom: 0.0712 hartree/bohr. The value obtained for the energy above the lowest of the compared OMol25 structures with the same formula, charge and spin is 3.165 eV. The total energy comes out at -145304.118 eV. The value obtained for the gap between HOMO and LUMO (alpha / beta) is 8.2 / 7.9 eV.

XYZ file:
```
10
Properties=species:S:1:pos:R:3:nbo_charge:R:1
C 2.4019 0.5353 0.2970 -0.04
C 0.8545 -1.2923 -0.0684 0.18
C -0.5389 -0.7020 -0.0184 -0.71
O 2.0021 -0.6621 0.0137 -0.41
Br 4.3094 0.8099 -0.0073 -0.01
Br 1.0393 -3.1278 -0.0820 0.09
H 1.9123 1.5166 0.2515 0.20
H -1.4166 -1.2276 0.1782 0.25
H -0.8154 -0.0915 -0.9517 0.23
H -0.6063 0.0473 0.7302 0.23
```

# CHI2P

A cluster of 2 separate species, CHI2P in total (wB97M-V/def2-TZVPD, the OMol25 dataset).

As for the largest force on an atom: 0.0150 hartree/bohr. The value obtained for the energy above the lowest of the compared OMol25 structures with the same formula, charge and spin is 0.515 eV. The total energy comes out at -26541.120 eV. Its SMILES is P#CI.I. The value obtained for the gap between HOMO and LUMO is 9.5 eV.

XYZ file:
```
5
Properties=species:S:1:pos:R:3:nbo_charge:R:1
P -0.7072 2.3701 -0.4096 0.62
C 0.3169 1.3529 -0.9364 -0.94
I 1.8028 0.1026 -1.3939 0.32
I -1.3506 -1.5317 1.6056 -0.09
H -0.0618 -2.2938 1.1342 0.09
```

# C27H68AsBF16N7O13S2

A structure of composition C27H68AsBF16N7O13S2 at a distorted geometry (wB97M-V/def2-TZVPD, the OMol25 dataset).

As for the largest force on an atom: 0.1400 hartree/bohr. The total energy comes out at -192795.175 eV. As for the charge: +3. The value obtained for the gap between HOMO and LUMO is 4.1 eV.

XYZ file:
```
135
Properties=species:S:1:pos:R:3:mulliken_charge:R:1
B 0.9508 -1.0727 -0.9297 -0.43
F 1.8731 -0.3228 -0.2730 -0.08
F 1.7139 -1.8921 -1.6934 -0.49
F 0.1545 -1.8133 -0.1309 -0.05
F 0.1829 -0.2931 -1.8287 -0.30
C -6.6907 -0.8981 -0.4280 -0.88
N -6.0283 -2.2198 -0.0458 0.21
C -7.0495 -3.3403 -0.1406 -0.87
C -4.9617 -2.3512 -1.1750 -1.21
C -5.2647 -2.0169 1.2746 -0.70
C -6.0411 -2.1354 2.6104 -0.74
O -6.9109 -1.0261 2.7186 -0.51
H -7.0742 -0.8698 -1.4479 0.42
H -6.0491 -0.0244 -0.3137 0.31
H -7.4246 -0.6822 0.3485 0.40
H -6.5686 -4.2748 0.1482 0.33
H -7.4711 -3.4980 -1.1333 0.35
H -7.8470 -2.9645 0.5005 0.41
H -4.2808 -1.5073 -1.0635 0.42
H -5.4852 -2.2100 -2.1205 0.47
H -4.5557 -3.3523 -1.3202 0.41
H -4.5370 -1.2138 1.1582 0.48
H -4.6548 -2.9115 1.1489 0.49
H -5.2962 -2.1077 3.4057 0.41
H -6.4449 -3.1313 2.7927 0.42
H -7.4575 -1.1926 3.4900 0.33
C 1.2830 0.1193 3.9305 -0.97
N 0.9865 1.3332 2.9161 0.32
C 0.5608 2.5806 3.7006 -0.89
C 2.2748 1.6115 2.1185 -0.60
C -0.1983 0.8221 2.0272 -0.03
C -0.6726 1.7575 0.9375 -1.26
O 0.2000 1.7652 -0.1488 0.58
H 0.3968 -0.0953 4.5278 0.44
H 2.0936 0.3183 4.6315 0.48
H 1.5062 -0.7901 3.3725 0.31
H 1.3264 2.9305 4.3930 0.36
H -0.3098 2.3042 4.2954 0.34
H 0.2959 3.3799 3.0085 0.30
H 2.1505 2.4016 1.3780 -0.01
H 2.6447 0.7368 1.5835 0.11
H 2.9020 2.0189 2.9115 0.58
H -0.9700 0.5401 2.7435 0.71
H 0.0580 -0.1288 1.5602 -0.16
H -0.8745 2.7780 1.2629 0.42
H -1.6341 1.4819 0.5042 0.51
H 0.1041 0.9810 -0.6941 -0.32
C -0.7994 4.6457 -1.3348 -0.72
C -1.3338 5.9793 -0.7610 0.20
O -1.7623 6.0356 0.3437 -0.40
N -0.9910 7.2943 -1.4968 -0.09
H -0.3104 7.8097 -0.9572 0.37
H -0.5270 7.1292 -2.3785 0.37
C -2.3460 8.0571 -1.6569 -0.72
H 0.2229 4.5460 -0.9700 0.29
H -0.9154 4.5083 -2.4099 0.55
H -1.3635 3.8325 -0.8781 0.05
H -2.3444 8.7966 -2.4576 0.38
H -2.4407 8.6314 -0.7354 0.36
H -3.1820 7.3609 -1.7241 0.32
C 1.1172 2.6483 -6.3571 -1.31
C 1.0892 1.5225 -5.3446 0.67
O 1.2182 0.3691 -5.7271 -0.39
N 1.0029 1.9632 -3.8914 0.53
H 1.1760 2.9552 -3.8135 0.39
H 0.0719 1.7305 -3.5765 0.06
C 2.0273 1.3116 -2.9644 -0.87
H 0.8294 2.1869 -7.3017 0.39
H 2.1256 3.0106 -6.5569 0.36
H 0.4733 3.4891 -6.0991 0.37
H 2.0527 0.2224 -2.9963 0.27
H 1.8992 1.6745 -1.9446 0.16
H 2.9824 1.6503 -3.3659 0.57
C 2.7115 -4.5490 1.3199 -0.57
C 3.5382 -5.3626 2.2988 0.30
O 4.6929 -5.6846 2.1583 -0.45
N 2.8179 -5.6759 3.5842 0.03
H 2.5863 -4.8118 4.0531 0.49
H 2.0123 -6.2490 3.3774 0.41
C 3.7333 -6.4313 4.5543 -0.83
H 1.7985 -5.1079 1.1144 0.38
H 3.2835 -4.4186 0.4012 0.45
H 2.3985 -3.5863 1.7241 -0.04
H 4.2515 -7.2823 4.1123 0.34
H 3.1132 -6.6485 5.4240 0.37
H 4.5181 -5.7220 4.8167 0.31
C -1.8769 -4.5705 -1.5048 -0.82
C -0.7199 -4.3789 -2.4055 0.58
O -0.0332 -5.2806 -2.7253 -0.49
N -0.3874 -3.0086 -2.8894 1.09
H -1.1224 -2.3689 -2.6236 0.15
H 0.3530 -2.6272 -2.3180 0.15
C -0.1258 -2.9368 -4.4338 -0.64
H -1.9294 -5.6271 -1.2424 0.49
H -2.8251 -4.4078 -2.0172 0.21
H -1.7580 -4.1007 -0.5285 0.23
H -1.0790 -3.1543 -4.9157 0.35
H 0.6797 -3.6355 -4.6602 0.39
H 0.2003 -1.9025 -4.5427 0.11
C 4.9950 4.0167 0.7725 -0.88
C 5.5078 4.9348 -0.3566 0.40
O 6.4355 4.5155 -1.1361 -0.40
N 5.0105 6.3394 -0.4552 -0.12
H 4.0361 6.2435 -0.7031 0.33
H 4.9502 6.7263 0.4758 0.43
C 5.8030 7.2461 -1.4351 -0.76
H 5.4633 4.2652 1.7249 0.42
H 5.3572 3.0321 0.4767 0.36
H 3.9097 3.9617 0.8564 0.21
H 6.8584 7.3275 -1.1751 0.34
H 5.3368 8.2260 -1.3324 0.38
H 5.6567 6.9225 -2.4656 0.32
C 5.6959 -2.0663 3.3595 0.55
F 6.0172 -3.3077 2.8886 -0.23
F 6.8988 -1.5007 3.6734 -0.25
F 5.0576 -1.3315 2.4984 -0.17
S 4.5732 -2.1827 5.0073 0.96
O 3.6913 -3.3426 4.7655 -0.66
O 5.4867 -2.5354 6.0708 -0.66
O 3.9934 -0.8651 5.1440 -0.65
C -3.5687 0.1226 -5.0408 0.37
F -4.8092 -0.3748 -4.8779 -0.18
F -2.9432 -0.6182 -5.9859 -0.21
F -3.6844 1.3574 -5.6407 -0.23
S -2.6620 0.3164 -3.3773 1.28
O -2.2153 -1.0489 -3.1418 -1.23
O -1.6706 1.3803 -3.5953 -0.99
O -3.7562 0.7410 -2.4969 -0.71
As -1.0125 -4.0088 3.4130 1.94
F -0.5488 -2.3024 3.5474 -0.42
F -1.6877 -3.9112 5.1085 -0.51
F -1.4965 -5.7557 3.3117 -0.53
F -0.3943 -4.0766 1.7977 -0.36
F 0.5947 -4.3511 4.1363 -0.60
F -2.5890 -3.4515 2.8991 -0.49
```

# C19H24CsN4O5PS6

A structure of composition C19H24CsN4O5PS6 at a distorted geometry (wB97M-V/def2-TZVPD, the OMol25 dataset).

As for the largest force on an atom: 0.0367 hartree/bohr. The value obtained for the energy above the lowest of the compared OMol25 structures with the same formula, charge and spin is 0.047 eV. The total energy comes out at -111142.953 eV. As for the charge: -2. The value obtained for the gap between HOMO and LUMO is 4.1 eV.

XYZ file:
```
60
Properties=species:S:1:pos:R:3:nbo_charge:R:1
Cs -0.6590 0.8772 -0.2143 0.92
N -1.3982 2.9570 -8.8518 -0.81
C -1.1190 3.0229 -7.4793 0.15
C -0.0426 3.7757 -7.0082 -0.29
C 0.2731 3.7771 -5.6603 -0.13
C -0.4868 3.0350 -4.7763 -0.33
C -1.5735 2.3050 -5.2257 -0.18
C -1.8874 2.2924 -6.5742 -0.23
S -0.1398 3.0406 -3.0216 2.32
O 0.8488 4.0701 -2.7882 -0.98
O -1.4290 3.2462 -2.3920 -0.99
N 0.3451 1.5959 -2.5470 -0.97
C 1.2652 0.8901 -3.2138 0.56
N 1.7467 1.3036 -4.4163 -0.53
C 2.6158 0.5220 -5.0293 0.09
C 3.0616 -0.6812 -4.5082 -0.41
C 2.5180 -1.0234 -3.2744 0.09
N 1.6475 -0.2769 -2.6294 -0.49
H -1.0565 3.7308 -9.3957 0.37
H -2.3499 2.7162 -9.0726 0.37
H 0.5426 4.3603 -7.7105 0.19
H 1.1093 4.3429 -5.2714 0.24
H -2.1620 1.7589 -4.4987 0.24
H -2.7377 1.7231 -6.9348 0.19
H 2.9665 0.8811 -5.9958 0.17
H 3.7805 -1.3049 -5.0197 0.20
H 2.7926 -1.9526 -2.7796 0.18
S -2.5641 -2.6933 7.1564 -0.30
C -2.0926 -1.9103 5.7599 -0.58
S -2.9340 -0.5838 5.0633 0.44
C -1.9119 -0.2933 3.6483 -0.43
C -0.8387 -1.1280 3.5370 -0.43
S 0.3406 -1.1746 2.2939 -0.53
S -0.7055 -2.3285 4.8329 0.44
S -2.4032 0.9454 2.5663 -0.54
C -4.2806 -2.4419 -4.1583 -0.64
C -4.8546 -2.3759 -2.7479 -0.06
O -3.9940 -2.9468 -1.7819 -0.83
P -2.6686 -2.0514 -1.2603 1.61
O -1.5029 -2.6145 -2.2372 -0.84
C -0.7886 -3.8409 -2.0749 -0.06
C -1.4020 -4.9459 -2.9215 -0.63
O -2.3533 -2.9069 0.0518 -0.84
C -2.8374 -2.5281 1.3590 -0.09
C -4.1710 -3.1914 1.6638 -0.63
H -4.9839 -2.0042 -4.8704 0.20
H -4.0905 -3.4781 -4.4422 0.20
H -3.3392 -1.8933 -4.1999 0.22
H -5.7889 -2.9407 -2.6967 0.17
H -5.0729 -1.3314 -2.4917 0.17
H -0.7725 -4.1323 -1.0275 0.21
H 0.2343 -3.6325 -2.3926 0.18
H -2.4476 -5.0816 -2.6449 0.22
H -0.8659 -5.8817 -2.7502 0.20
H -1.3438 -4.6951 -3.9824 0.20
H -2.9154 -1.4392 1.4359 0.22
H -2.0687 -2.8550 2.0554 0.22
H -4.8916 -2.9593 0.8789 0.20
H -4.5496 -2.8250 2.6188 0.22
H -4.0536 -4.2754 1.7207 0.19
```

# C4H6O

A cluster of 2 separate species, C4H6O in total (wB97M-V/def2-TZVPD, the OMol25 dataset).

As for the largest force on an atom: 0.0084 hartree/bohr. The value obtained for the energy above the lowest of the compared OMol25 structures with the same formula, charge and spin is 3.235 eV. The total energy comes out at -6288.682 eV. The value obtained for the gap between HOMO and LUMO is 8.7 eV.

XYZ file:
```
11
Properties=species:S:1:pos:R:3:nbo_charge:R:1
C -0.6809 1.1743 0.4344 -0.16
O 0.4264 0.3560 0.8680 -0.45
C 0.8740 -0.4687 -0.0600 0.23
C 0.0119 -0.2100 -1.2453 -0.36
C -0.8903 0.7399 -0.9689 -0.15
H -1.5302 0.9746 1.0958 0.22
H -0.3873 2.2236 0.5399 0.22
H 1.9326 -2.8639 1.8207 -0.04
H 1.7690 -2.3376 1.3157 0.02
H 0.1315 -0.7391 -2.1836 0.23
H -1.6565 1.1509 -1.6168 0.23
```